The following is a DFT calculation (ωB97M-V/def2-TZVPD) of a cluster of 16 separate species, C46H134N22O16 in total in a non-equilibrium geometry.

Energy above the lowest of the compared OMol25 structures with the same formula, charge and spin, kJ/mol: 867.25
Spin multiplicity: 1
HOMO level, eV: -9.11
Kohn-Sham gap, eV: 9.14
Electronic energy, hartree: -4241.20270
Maximum force, eV/A: 6.3

Each line ends with the Mulliken charge.
Positions of all 218 atoms, in Å:
C: 15.3196 27.5971 12.9605  0.66
O: 14.3334 27.5556 12.2688  -0.66
N: 15.2126 27.3152 14.2624  -0.39
N: 16.5178 27.7855 12.5525  -0.36
H: 14.3135 27.1555 14.6940  0.20
H: 16.0691 27.3671 14.7951  0.14
H: 16.6599 27.7954 11.5526  0.23
H: 17.2833 27.7977 13.2113  0.17
C: 2.5961 28.7516 19.2275  0.61
O: 1.4284 28.4146 19.1060  -0.68
N: 3.3322 28.9202 18.2150  -0.34
N: 3.2388 28.7085 20.3790  -0.41
H: 2.8303 28.6469 17.3822  0.24
H: 4.2981 29.0257 18.4905  0.16
H: 2.7123 28.8980 21.2199  0.26
H: 4.1744 29.0852 20.3269  0.17
C: 3.4281 29.5463 12.3185  0.64
O: 4.4559 30.2379 12.1760  -0.69
N: 2.2663 29.9596 11.9330  -0.37
N: 3.4306 28.3128 12.7709  -0.32
H: 1.3864 29.6138 12.2885  0.18
H: 2.2214 30.8520 11.4622  0.22
H: 4.2878 27.8423 13.0236  0.19
H: 2.5836 27.8152 13.0057  0.15
C: 9.4381 29.8714 17.5611  0.66
O: 8.6877 29.0809 18.1953  -0.69
N: 8.9792 30.7298 16.6698  -0.36
N: 10.7160 29.8400 17.5424  -0.36
H: 9.7253 31.1568 16.1397  0.14
H: 8.0038 30.7061 16.4086  0.23
H: 11.1904 30.4879 16.9298  0.16
H: 11.1991 29.2484 18.2032  0.23
C: 10.1298 30.8608 8.4725  0.64
O: 9.4315 31.6687 7.8964  -0.65
N: 9.7403 29.9066 9.2990  -0.38
N: 11.4130 30.8340 8.1977  -0.35
H: 10.4817 29.4002 9.7617  0.18
H: 8.8072 29.9708 9.6801  0.24
H: 12.0234 30.2263 8.7253  0.12
H: 11.8852 31.3909 7.4999  0.20
C: 14.2937 25.2309 6.2683  0.68
O: 15.1788 26.0633 6.3496  -0.68
N: 14.2377 24.2384 5.4089  -0.40
N: 13.3139 25.1679 7.0960  -0.34
H: 14.8606 24.3898 4.6285  0.22
H: 13.4899 23.5603 5.4412  0.17
H: 13.3095 25.7662 7.9097  0.21
H: 12.5769 24.5165 6.8665  0.13
C: 4.0470 16.7939 10.6879  -1.31
C: 4.6039 16.8600 12.0918  0.48
C: 4.2262 15.7008 12.9528  -0.57
O: 2.8115 15.8379 13.0551  -0.32
C: 2.3051 14.7396 13.8715  -0.79
N: 6.0297 16.7827 11.8590  -0.71
H: 4.6489 16.2302 9.9751  0.32
H: 4.1777 17.8469 10.4383  0.34
H: 2.9656 16.6718 10.7479  0.34
H: 4.3039 17.8559 12.4177  0.26
H: 4.7375 15.9322 13.8871  0.34
H: 4.5364 14.7367 12.5497  0.30
H: 2.8443 14.4771 14.7816  0.31
H: 2.4751 13.8424 13.2762  0.32
H: 1.2590 14.9244 14.1157  0.25
H: 6.6144 16.7265 12.6807  0.21
H: 6.4108 16.0410 11.2890  0.22
C: 1.6609 24.7415 27.7859  -1.34
C: 1.9259 25.5893 26.5156  0.39
C: 1.1410 25.0897 25.3067  -0.74
O: 1.5513 23.8242 24.9275  -0.39
C: 2.6991 23.7277 24.0838  -0.66
N: 1.5302 26.9393 26.8256  -0.75
H: 2.0221 23.7211 27.6579  0.30
H: 0.5777 24.6269 27.8274  0.35
H: 2.1882 25.1986 28.6233  0.43
H: 2.9914 25.7191 26.3260  0.32
H: 1.2579 25.8598 24.5441  0.34
H: 0.0794 25.0338 25.5474  0.35
H: 3.4467 23.5623 24.8596  0.25
H: 2.8895 24.6641 23.5593  0.31
H: 2.8286 22.8444 23.4585  0.25
H: 2.0804 27.1727 27.6398  0.27
H: 0.6304 26.7834 27.2572  0.32
C: 2.1849 22.9584 6.8918  -1.37
C: 2.1122 22.7897 5.3598  0.48
C: 1.9454 21.3215 4.9919  -0.75
O: 3.2312 20.6550 4.9687  -0.23
C: 3.1221 19.3655 4.3890  -0.80
N: 0.9379 23.5561 4.9570  -0.78
H: 2.5221 23.9802 7.0665  0.36
H: 2.9863 22.3876 7.3609  0.33
H: 1.2800 22.6234 7.3988  0.34
H: 2.9770 23.2266 4.8605  0.33
H: 1.3990 21.2881 4.0494  0.32
H: 1.2455 20.8438 5.6776  0.33
H: 2.2356 18.8580 4.7694  0.32
H: 4.0523 18.8494 4.6270  0.23
H: 2.8430 19.3099 3.3368  0.32
H: 0.8825 23.4970 3.9503  0.27
H: 1.2521 24.5087 5.0746  0.28
C: 8.9472 14.7010 18.0076  -1.35
C: 9.8142 13.7169 17.1679  0.33
C: 10.9701 14.4706 16.4903  -0.74
O: 10.5778 15.5475 15.7105  -0.23
C: 11.6522 16.2115 15.1231  -0.75
N: 10.2540 12.6348 18.1071  -0.71
H: 9.6184 15.4354 18.4527  0.33
H: 8.3151 14.2483 18.7716  0.42
H: 8.3479 15.2657 17.2934  0.31
H: 9.3488 13.3096 16.2703  0.28
H: 11.4900 13.7786 15.8278  0.33
H: 11.6856 14.9101 17.1853  0.40
H: 11.2105 17.0429 14.5739  0.25
H: 12.1794 15.6971 14.3196  0.31
H: 12.4174 16.4652 15.8568  0.30
H: 9.4754 12.0544 18.3845  0.25
H: 10.6015 13.1330 18.9140  0.28
C: -2.5760 16.7511 20.1974  -1.27
C: -2.1775 16.7942 21.7292  0.20
C: -0.7881 17.3888 21.9921  -0.67
O: 0.1888 16.5068 21.4626  -0.32
C: 1.4675 16.8193 21.9334  -0.72
N: -3.1576 17.6464 22.3638  -0.72
H: -2.4743 17.7807 19.8544  0.30
H: -3.5681 16.4144 19.8968  0.34
H: -1.8530 16.2505 19.5533  0.33
H: -2.1241 15.7956 22.1628  0.35
H: -0.5973 17.4961 23.0599  0.42
H: -0.8492 18.3761 21.5343  0.32
H: 1.7847 17.7939 21.5623  0.27
H: 2.2329 16.0640 21.7552  0.27
H: 1.3492 16.7735 23.0160  0.31
H: -2.9382 18.5947 22.0942  0.31
H: -2.8929 17.6629 23.3384  0.29
C: 19.0853 20.4167 18.6560  -1.42
C: 18.6270 21.1613 19.8999  0.55
C: 17.1079 21.4801 19.8359  -0.75
O: 16.6120 22.2219 18.7286  -0.31
C: 15.9016 21.4762 17.7301  -0.70
N: 18.8888 20.4953 21.1201  -0.68
H: 20.1651 20.2757 18.7038  0.36
H: 18.8002 20.7722 17.6658  0.30
H: 18.6626 19.4128 18.6962  0.33
H: 19.1634 22.1089 19.9488  0.24
H: 17.0328 22.1598 20.6846  0.27
H: 16.4186 20.6613 20.0426  0.45
H: 15.1395 20.8766 18.2278  0.32
H: 16.4317 20.7677 17.0937  0.27
H: 15.4304 22.2174 17.0844  0.24
H: 19.8434 20.1704 21.1776  0.26
H: 18.3503 19.6411 21.1406  0.26
C: 8.9839 20.6700 6.4655  -1.41
C: 8.8658 21.4441 5.1568  0.54
C: 8.3118 22.8704 5.4212  -0.68
O: 8.2264 23.6581 4.2419  -0.34
C: 7.7566 25.0202 4.5207  -0.84
N: 10.1373 21.5019 4.3989  -0.63
H: 8.1127 20.7907 7.1094  0.37
H: 9.8233 21.0678 7.0359  0.34
H: 9.1920 19.6418 6.1698  0.35
H: 8.1043 20.8739 4.6247  0.20
H: 8.9743 23.3994 6.1063  0.31
H: 7.3773 22.7804 5.9750  0.38
H: 7.3025 25.5156 3.6625  0.31
H: 8.4820 25.7635 4.8515  0.33
H: 7.0074 25.1609 5.2997  0.31
H: 9.9314 21.8759 3.4836  0.23
H: 10.6185 20.6335 4.2134  0.23
C: 10.4552 21.9723 23.0523  -1.42
C: 9.4825 23.1089 23.1396  0.58
C: 9.4066 23.9154 24.4660  -0.70
O: 8.8731 22.9865 25.4673  -0.32
C: 8.6876 23.6411 26.7220  -0.71
N: 9.7279 23.9062 21.9747  -0.74
H: 11.3832 22.5302 23.1775  0.36
H: 10.3692 21.4078 22.1238  0.41
H: 10.2608 21.2441 23.8398  0.29
H: 8.4574 22.7562 23.0267  0.24
H: 8.8058 24.8121 24.3145  0.36
H: 10.3655 24.2398 24.8703  0.35
H: 8.1408 22.9546 27.3684  0.25
H: 8.0053 24.4636 26.5071  0.30
H: 9.6147 23.9699 27.1914  0.28
H: 9.6120 23.3037 21.1724  0.23
H: 9.0729 24.6702 21.8887  0.24
C: 7.8877 24.0452 12.5226  -1.62
C: 7.5596 23.7587 13.9798  0.65
C: 8.6563 22.9537 14.6411  -0.67
O: 8.3169 22.5397 15.9661  -0.35
C: 7.0963 21.8005 16.1489  -0.70
N: 7.5455 25.0015 14.7028  -0.65
H: 7.8964 23.1748 11.8666  0.39
H: 8.7162 24.7421 12.3959  0.31
H: 7.0398 24.5643 12.0757  0.38
H: 6.5919 23.2621 14.0507  0.25
H: 9.5973 23.4795 14.8031  0.23
H: 9.0368 22.0492 14.1666  0.35
H: 7.1175 21.6022 17.2205  0.28
H: 7.0677 20.8440 15.6268  0.30
H: 6.1425 22.3121 16.0202  0.29
H: 7.4984 24.7289 15.6742  0.29
H: 8.3929 25.5492 14.6564  0.26
C: -3.2242 27.1616 13.2821  -1.35
C: -2.1564 26.4180 14.1465  0.42
C: -1.3505 25.3321 13.5097  -0.63
O: -0.6322 24.6601 14.5771  -0.28
C: -0.0164 23.4730 14.2127  -0.85
N: -1.3412 27.6074 14.5381  -0.69
H: -4.1963 26.6686 13.2982  0.35
H: -2.8874 27.1298 12.2459  0.27
H: -3.4898 28.1258 13.7155  0.40
H: -2.6348 26.0836 15.0670  0.33
H: -0.6664 25.7984 12.8007  0.30
H: -2.0394 24.6357 13.0317  0.34
H: 0.6930 23.6111 13.3968  0.33
H: -0.6110 22.6664 13.7840  0.33
H: 0.6582 23.0312 14.9461  0.30
H: -2.0305 28.2710 14.8617  0.23
H: -0.8604 27.3506 15.3883  0.23